P) Below is one molecule with the formula C4H3N, with properties calculated with ωB97M-V/def2-TZVPD.

The SMILES is C=C=CC#N. The LUMO energy is 0.50 eV. The HOMO-LUMO gap comes out at 10.849 eV. For the HOMO energy, the calculation gives -10.3482 eV.

```
! RIJCOSX wB97M-V def2-TZVPD def2/J DEFGRID3
* xyz 0 1
N -0.44248 1.51128 -2.58160
C -0.52478 0.99576 -0.04229
C 0.06050 -1.37685 0.84010
C -0.35249 -0.23004 0.39325
C -0.48286 1.28741 -1.44601
H 1.13434 -1.42080 0.98921
H -0.64007 1.81746 0.65844
H -0.54316 -2.24973 1.06641
*
```

Q) Below is C4H3N as an isolated structure, with properties calculated with ωB97M-V/def2-TZVPD.

The LUMO energy is 0.51 eV. The HOMO-LUMO gap comes out at 10.152 eV. For the HOMO energy, the calculation gives -9.6424 eV.

```
! RIJCOSX wB97M-V def2-TZVPD def2/J DEFGRID3
* xyz 0 1
N -2.54690 1.07131 -0.65015
C 1.81317 0.42062 0.30568
C 0.76852 0.00310 -0.14281
C -1.67147 0.35233 -0.39928
C -0.55777 -0.54232 -0.07229
H 0.11111 -0.48358 1.01234
H -0.73075 -1.57857 -0.38395
H 2.81409 0.75712 0.33046
*
```

Result of the stability comparison: Q) is the least stable of them.

P) Below is a 3-piece molecular cluster, C3H8OS2 overall, with properties calculated with ωB97M-V/def2-TZVPD.

The LUMO energy is -3.68 eV. The HOMO-LUMO gap comes out at 5.732 eV. For the HOMO energy, the calculation gives -9.4099 eV.

```
! RIJCOSX wB97M-V def2-TZVPD def2/J DEFGRID3
* xyz 0 1
S 2.00463 -2.76306 -0.13017
S -2.43717 2.76973 0.62640
O -0.77003 0.77764 -1.09887
C 0.40785 -0.51624 0.65189
C -0.10654 0.84403 0.16951
C 1.43058 -1.10665 -0.39880
H -0.89434 1.49202 0.70432
H 0.32490 -3.38009 -1.04231
H 2.37751 -0.51655 -0.36797
H -0.41391 -1.26611 0.72845
H 1.01896 -1.05929 -1.38189
H 0.65508 1.61198 0.15551
H -1.50265 1.38412 -0.90011
H 0.88791 -0.48866 1.63454
*
```

Q) Below is a 2-piece molecular cluster, C3H8OS2 overall, with properties calculated with ωB97M-V/def2-TZVPD.

The SMILES is CSSC.C=O. The LUMO energy is 0.53 eV. The HOMO-LUMO gap comes out at 8.584 eV. For the HOMO energy, the calculation gives -8.0522 eV.

```
! RIJCOSX wB97M-V def2-TZVPD def2/J DEFGRID3
* xyz 0 1
S -0.66463 -0.99895 0.63085
S -0.66370 1.04692 0.21292
O 1.96951 0.37285 -2.39769
C 2.41226 -0.29204 -1.46744
C -0.10640 1.71489 1.85193
C -1.90422 -1.49649 -0.66450
H -1.36826 -1.41321 -1.61418
H -2.22829 -2.52344 -0.47378
H -0.88294 1.45067 2.58150
H 3.49376 -0.29359 -1.21838
H 1.72415 -0.75631 -0.75338
H -2.67597 -0.73988 -0.52508
H 0.08899 2.76780 1.74223
H 0.80574 1.16079 2.09500
*
```

Result of the stability comparison: P) is the least stable of them.

P) Below is one molecule with the formula C3H8OS2, with properties calculated with ωB97M-V/def2-TZVPD.

The SMILES is CC(S)(S)CO. The LUMO energy is 0.58 eV. The HOMO-LUMO gap comes out at 9.730 eV. For the HOMO energy, the calculation gives -9.1453 eV.

```
! RIJCOSX wB97M-V def2-TZVPD def2/J DEFGRID3
* xyz 0 1
S -1.81430 0.78171 -0.70211
S -0.56191 -0.42899 1.78965
O -0.59685 -2.02858 -0.98016
C 0.82811 1.57800 0.09161
C 0.32948 -0.93669 -0.74083
C -0.27191 0.22315 0.03671
H 1.21631 -1.36150 -0.23772
H 0.38861 2.48935 0.41302
H 1.18600 1.74982 -0.93164
H 0.58625 -0.94516 1.81738
H 1.40633 1.13114 0.90179
H -0.95698 -2.18898 -0.12316
H -2.40648 0.61128 0.40635
H 0.66733 -0.67455 -1.74088
*
```

Q) Below is one molecule with the formula C3H8OS2, with properties calculated with ωB97M-V/def2-TZVPD.

The SMILES is OCCCSS. The LUMO energy is 0.50 eV. The HOMO-LUMO gap comes out at 9.728 eV. For the HOMO energy, the calculation gives -9.2305 eV.

```
! RIJCOSX wB97M-V def2-TZVPD def2/J DEFGRID3
* xyz 0 1
S -0.15259 1.72041 1.74216
S 0.77532 0.65060 3.21886
O -1.73942 -0.88303 -1.20235
C -0.36891 -0.82928 -1.52571
C 0.42972 -0.35675 -0.19962
C 0.47475 1.14022 0.05911
H 0.12428 -0.94523 0.66812
H -2.00124 -0.44952 -0.45775
H -0.25642 -0.15448 -2.39045
H -0.04787 -0.43369 3.09168
H 1.51364 1.47262 -0.13600
H 1.46369 -0.67238 -0.40418
H 0.07981 -1.79445 -1.81144
H -0.29480 1.53496 -0.65242
*
```

Result of the stability comparison: P) is the least stable of them.

P) Below is a 2-piece molecular cluster, C5H14N2O2 overall, with properties calculated with ωB97M-V/def2-TZVPD.

The SMILES is CC(C)C(N)=O.CNO. The LUMO energy is 0.82 eV. The HOMO-LUMO gap comes out at 9.560 eV. For the HOMO energy, the calculation gives -8.7439 eV.

```
! RIJCOSX wB97M-V def2-TZVPD def2/J DEFGRID3
* xyz 0 1
O -0.53680 -1.41264 1.19071
O -2.59461 1.03329 -1.11965
N -1.53748 1.57992 -0.30336
N -0.73870 -1.67642 -1.03691
C 2.20924 -1.42748 -0.75792
C 1.81511 0.20054 1.10263
C 1.25775 -0.37362 -0.19768
C -0.21237 -1.05992 0.06599
C -2.01974 1.76291 1.05559
H 2.28668 -2.28451 -0.08017
H 3.21161 -1.01187 -0.91061
H -1.95149 0.83452 1.62731
H 2.79574 0.66264 0.94422
H 1.17787 0.43067 -0.94195
H -2.83355 1.78240 -1.69863
H 1.92548 -0.58024 1.86327
H -1.56037 -2.24220 -0.86968
H 1.14398 0.95728 1.52362
H -0.55319 1.26048 -0.45306
H -3.06461 2.07959 1.10921
H -1.41695 2.52461 1.55828
H -0.67295 -1.23684 -1.94346
H 1.86934 -1.80309 -1.72775
*
```

Q) Below is a 2-piece molecular cluster, C5H14N2O2 overall, with properties calculated with ωB97M-V/def2-TZVPD.

The SMILES is CC(=O)ON.CC(C)N. The LUMO energy is 0.72 eV. The HOMO-LUMO gap comes out at 9.539 eV. For the HOMO energy, the calculation gives -8.8229 eV.

```
! RIJCOSX wB97M-V def2-TZVPD def2/J DEFGRID3
* xyz 0 1
O 1.42033 1.37518 -1.18228
O 1.53763 0.96545 1.03669
N 0.63806 2.53780 -0.88763
N -0.93167 -0.15900 1.71669
C -1.52551 -2.02637 0.25607
C 1.59174 0.52203 -0.11789
C 2.55760 -0.56385 -0.53146
C -2.03037 0.37400 -0.37423
C -1.10637 -0.57246 0.37359
H -1.62944 1.38533 -0.36428
H -3.01204 0.36355 0.09928
H 3.57681 -0.20662 -0.39814
H -0.51053 -0.89157 2.28004
H 2.41782 -1.42567 0.11441
H 0.79680 2.74590 0.10257
H -0.81568 -2.68437 0.75625
H -2.13737 0.06266 -1.41104
H 2.41148 -0.82097 -1.57727
H 1.07603 3.27868 -1.43092
H -0.22945 0.61330 1.74335
H -2.49476 -2.16118 0.73677
H 0.02481 -0.39369 -0.15410
H -1.62592 -2.31815 -0.78647
*
```

R) Below is a 3-piece molecular cluster, C5H14N2O2 overall, with properties calculated with ωB97M-V/def2-TZVPD.

The LUMO energy is 0.33 eV. The HOMO-LUMO gap comes out at 7.874 eV. For the HOMO energy, the calculation gives -7.5443 eV.

```
! RIJCOSX wB97M-V def2-TZVPD def2/J DEFGRID3
* xyz 0 1
O 1.30346 -2.52766 -1.51099
O 1.66482 -0.01166 -0.42577
N 0.90202 2.39901 -0.11082
N -0.03794 0.32981 -1.91430
C -1.07004 -0.45371 1.96157
C 0.49027 -0.37469 -0.77004
C -1.14677 0.04157 0.52487
C 0.29729 1.93616 0.94422
C 0.29735 -1.90090 -0.72302
H -0.66066 -2.20689 -1.14396
H -1.65330 -0.69054 -0.10329
H -0.90902 -0.05630 -2.25615
H -1.75411 0.94059 0.40307
H 0.34988 -2.23387 0.31826
H -0.54150 2.46862 1.36981
H 0.83209 1.20241 1.52579
H 0.41205 3.01627 -0.74337
H -1.90356 -1.11133 2.22916
H -0.15054 -1.02296 2.13732
H 2.13750 -2.12071 -1.23754
H 1.56328 1.68707 -0.50227
H -1.07302 0.36533 2.68672
H 0.65046 0.32439 -2.65924
*
```

S) Below is a 2-piece molecular cluster, C5H14N2O2 overall, with properties calculated with ωB97M-V/def2-TZVPD.

The SMILES is C[C@@H](CO)C(N)N.C=O. The LUMO energy is 0.45 eV. The HOMO-LUMO gap comes out at 9.558 eV. For the HOMO energy, the calculation gives -9.1061 eV.

```
! RIJCOSX wB97M-V def2-TZVPD def2/J DEFGRID3
* xyz 0 1
O 0.48922 -0.39009 2.71499
O -0.32601 -2.22338 0.77659
N -2.41045 0.46043 -0.21006
N -0.54122 1.96948 -0.01517
C 0.58984 -1.57930 -0.05452
C -0.96930 0.58404 0.01052
C 0.93629 0.41229 -1.73403
C -0.11887 -0.30211 -0.91137
C 1.51013 -0.02641 2.15560
H 1.58415 -1.39728 0.38078
H -1.03674 2.47321 0.71294
H 0.46338 1.07088 -2.46669
H -2.63975 0.62394 -1.18489
H 1.52990 -0.31108 -2.29522
H 1.58016 1.01171 -1.09402
H -0.38379 -1.75684 1.62549
H -0.79175 -0.85179 -1.57735
H -0.78649 2.39640 -0.90365
H 2.47239 -0.53092 2.31948
H 1.54973 0.87632 1.53244
H 0.82314 -2.27808 -0.86282
H -2.72006 -0.47671 0.02875
H -0.80388 0.24528 1.05221
*
```

Result of the stability comparison: R) is the least stable of them.

P) Below is a 2-piece molecular cluster, CH4N2O3 overall, with properties calculated with ωB97M-V/def2-TZVPD.

Its expectation value of S² is 2.007. The LUMO energy (spin up / spin down) is -0.02 / -2.10 eV. The HOMO-LUMO gap (spin up / spin down) comes out at 7.091 / 7.189 eV. For the HOMO energy (spin up / spin down), the calculation gives -7.1144 / -9.2879 eV.

```
! RIJCOSX wB97M-V def2-TZVPD def2/J DEFGRID3
* xyz 0 3
O -1.83254 -1.46978 -0.35273
O 0.41850 -0.31671 -0.56907
O -2.37836 -2.49850 1.50061
N -1.68803 -1.84346 0.78401
N 0.03241 0.90144 -0.94168
C 0.69940 -0.41585 0.70938
H 0.08657 0.15114 1.34262
H 1.01916 -1.34428 0.93585
H -0.18781 1.40795 0.04609
H -0.72180 0.94215 -1.64175
*
```

Q) Below is a 2-piece molecular cluster, CH4N2O3 overall, with properties calculated with ωB97M-V/def2-TZVPD.

Its expectation value of S² is 2.009. The LUMO energy (spin up / spin down) is 0.81 / -1.65 eV. The HOMO-LUMO gap (spin up / spin down) comes out at 8.409 / 9.346 eV. For the HOMO energy (spin up / spin down), the calculation gives -7.5991 / -10.9938 eV.

```
! RIJCOSX wB97M-V def2-TZVPD def2/J DEFGRID3
* xyz 0 3
O 0.72742 1.29409 0.05653
O -2.45815 0.66546 -0.09992
O -4.59467 0.60350 0.29263
N -3.60827 -0.05632 0.16333
N 0.14510 0.07657 -0.23317
C 0.98128 -0.82991 -0.00988
H 0.07985 1.87441 0.40736
H 0.70528 -1.78326 -0.33134
H -1.61771 0.23866 -0.39578
H 1.89601 -0.68752 0.41746
*
```

Result of the stability comparison: P) is the least stable of them.

P) Below is C5H10N2O2 as an isolated structure, with properties calculated with ωB97M-V/def2-TZVPD.

The LUMO energy is 0.72 eV. The HOMO-LUMO gap comes out at 9.501 eV. For the HOMO energy, the calculation gives -8.7850 eV.

```
! RIJCOSX wB97M-V def2-TZVPD def2/J DEFGRID3
* xyz 0 1
O 1.00780 2.21159 1.06358
O 0.78030 -0.47170 -0.23889
N -1.02914 0.21376 -1.26406
N -0.02008 -1.60953 -2.54084
C -0.31799 -0.74971 -1.70284
C 0.24038 1.96067 -0.09330
C -0.45373 0.60498 -0.05068
C -1.26905 0.34607 1.18667
C 1.00524 -1.68329 0.47237
H 0.91701 -2.51253 -0.23192
H -0.53756 2.72736 -0.15031
H 0.83963 2.01069 -1.00811
H -2.17372 0.95229 1.10388
H 2.02050 -1.64203 0.86817
H 0.31881 -1.89571 1.29679
H -0.76510 -1.98856 -3.10611
H 1.73361 1.57548 1.07050
H -0.72294 0.64913 2.08066
H -1.57399 -0.69896 1.24444
*
```

Q) Below is C5H10N2O2 as an isolated structure, with properties calculated with ωB97M-V/def2-TZVPD.

The LUMO energy is 0.24 eV. The HOMO-LUMO gap comes out at 9.369 eV. For the HOMO energy, the calculation gives -9.1325 eV.

```
! RIJCOSX wB97M-V def2-TZVPD def2/J DEFGRID3
* xyz 0 1
O 2.26761 -0.50973 0.28159
O 0.27670 0.50824 1.83895
N 0.62722 -0.76648 -1.40081
N -0.69272 -0.83997 -1.68391
C -0.79702 -1.58882 1.21062
C 1.02216 1.78420 1.25481
C 1.08554 -0.69101 -0.09755
C -1.34452 0.52404 -1.39599
C 0.05983 -0.60740 0.98740
H -1.49477 -1.31478 1.96898
H -0.97392 -1.35084 -0.65090
H 1.34932 1.66308 -0.02788
H 1.12238 -1.51507 -2.10225
H -0.44724 0.87876 -0.32999
H 2.00533 1.76213 1.77302
H -0.64691 -2.45784 0.51892
H 0.28341 2.94088 1.31713
H -2.51083 0.43155 -0.91783
H -1.19159 1.14907 -2.54431
*
```

R) Below is one molecule with the formula C5H10N2O2, with properties calculated with ωB97M-V/def2-TZVPD.

The SMILES is C/N=C(O)/C(O)=C(\C)N. The LUMO energy is 0.74 eV. The HOMO-LUMO gap comes out at 7.900 eV. For the HOMO energy, the calculation gives -7.1609 eV.

```
! RIJCOSX wB97M-V def2-TZVPD def2/J DEFGRID3
* xyz 0 1
O 2.63668 0.10888 0.07137
O 0.85152 -2.41084 0.17091
N 0.51888 0.94917 -0.52986
N -1.56990 -0.01841 1.14311
C -0.84899 -0.56920 0.14386
C -1.60344 -1.06898 -1.04852
C 1.28169 -0.00368 -0.00702
C 0.50807 -1.06575 0.42080
C 0.78912 2.34089 -0.23010
H 0.69743 -2.91298 0.97685
H 1.84292 2.53418 -0.00280
H -1.73984 -2.14846 -0.94631
H -1.04681 0.28552 1.95315
H 0.49190 2.97173 -1.07005
H 2.97498 -0.69064 0.49550
H 0.19781 2.66135 0.64487
H -2.58272 -0.60058 -1.15803
H -1.00764 -0.88550 -1.94111
H -2.39166 0.52330 0.91340
*
```

S) Below is one molecule with the formula C5H10N2O2, with properties calculated with ωB97M-V/def2-TZVPD.

The SMILES is [H]/N=C(\N/C=C\OC)OC. The LUMO energy is 0.86 eV. The HOMO-LUMO gap comes out at 9.425 eV. For the HOMO energy, the calculation gives -8.5634 eV.

```
! RIJCOSX wB97M-V def2-TZVPD def2/J DEFGRID3
* xyz 0 1
O -0.24772 -0.20504 -2.69814
O -0.02754 0.40971 1.90103
N -0.74705 -1.21604 -0.68766
N 1.00709 0.43170 -0.89060
C -0.10665 -1.02057 1.78124
C 0.06414 -0.23021 -1.32524
C -0.21977 1.08957 3.11761
C 0.46276 0.84771 -3.42007
C -0.42139 -1.60937 0.62447
H 0.02854 2.05838 2.94914
H 0.09449 -1.57799 2.68601
H 0.39294 0.66457 3.91838
H -0.39409 -2.78551 0.55970
H 0.93471 0.50646 0.19170
H 0.32807 0.36928 -4.50462
H -1.34720 -1.68878 -1.41972
H -1.22701 1.09688 3.68938
H -0.07672 2.02640 -3.36457
H 1.50241 0.83286 -3.10805
*
```

Result of the stability comparison: Q) is the least stable of them.